16
Properties=species:S:1:pos:R:3 method="wB97M-V/def2-TZVPD" energy_ha=-740.082831 relative_energy_kj_mol=207.90
H -2.5836 -2.1552 0.2101
N -1.9014 -1.4510 0.1110
C -1.1588 -1.6384 -0.8693
N -0.1005 -0.7784 -1.1526
C 0.2056 0.4145 -0.6024
S 0.9028 1.6378 -1.5460
O -0.0085 0.7507 0.6469
C 0.0308 -0.3453 1.6152
C 0.9428 0.0133 2.8318
H -0.9991 -2.4782 -1.5136
H 0.1018 -0.7618 -2.1942
H -0.9201 -0.6211 1.9514
H 0.4188 -1.3621 1.1392
H 1.8386 0.4499 2.3140
H 1.2154 -1.0304 3.3788
H 0.4418 0.6906 3.7144

16
Properties=species:S:1:pos:R:3 method="wB97M-V/def2-TZVPD" energy_ha=-740.075908 relative_energy_kj_mol=226.08
H 2.7178 -1.7047 0.2231
N 2.6746 -0.6959 0.1220
C 1.4693 -0.2644 -0.0229
N 1.2678 1.0964 -0.3287
O 0.2611 1.8238 0.2732
C -1.0087 1.3469 -0.1475
C -1.3298 -0.0877 0.4540
C -2.6941 -0.5633 -0.1102
S -0.0025 -1.3063 -0.0854
H 2.1630 1.6050 -0.2236
H -0.9704 1.1431 -1.2334
H -1.7110 2.1084 0.1951
H -1.3051 -0.2090 1.5280
H -2.6336 -0.6281 -1.2136
H -3.5468 0.1741 0.0880
H -2.9799 -1.5716 0.2243

16
Properties=species:S:1:pos:R:3 method="wB97M-V/def2-TZVPD" energy_ha=-740.040206 relative_energy_kj_mol=319.81
H 1.4304 -1.2511 -1.6731
N 1.6792 -1.8486 -0.8840
C 0.9686 -1.3811 0.0682
S 1.3745 -1.8262 1.7414
C -0.0826 -0.8678 2.2418
O -0.1999 0.2595 1.3349
N -0.0709 -0.3168 0.0639
C 0.0370 0.5846 -1.1188
C -1.0600 1.6692 -1.0832
H -0.9207 -1.5084 2.0817
H -0.1198 -0.4606 3.2781
H 1.0219 1.1161 -0.9479
H -0.0550 -0.1111 -1.9838
H -2.1984 1.1908 -0.9930
H -1.0597 2.3724 -1.9200
H -0.7447 2.3792 -0.2062